Below is a cluster of 18 separate species, C92H212N8O18 in total in a non-equilibrium geometry, with properties calculated with ωB97M-V with the def2-TZVPD basis set.

Output
Total charge: 0
LUMO level: 0.090 eV

XYZ file:
```
330
Properties=species:S:1:pos:R:3:forces:R:3
C -3.266619 -1.472862 6.217853 0.10 -0.28 -0.78
C 3.252771 -1.730772 5.878923 -0.17 -1.02 0.86
H 0.856381 4.618818 0.030263 -0.19 0.09 -0.20
H -4.728309 1.630448 5.681063 -0.08 0.04 0.89
H 5.615301 -1.679942 -1.146757 -0.44 -0.44 0.32
H -0.175869 -5.783232 -5.297957 -0.15 0.05 -0.03
N -2.208789 -6.236532 -2.624117 2.50 -3.78 -0.86
H -5.013519 -7.960482 -1.456097 0.59 -0.54 0.09
H 4.294241 -3.944852 7.378143 0.42 -0.06 -0.40
H 2.209121 -1.644402 6.181313 -0.34 -0.63 -0.15
H -2.371599 -1.092422 6.710103 -0.18 0.18 0.43
H -4.422669 0.128568 -3.623547 0.07 -0.05 0.05
C 5.060741 3.471438 3.660443 -0.74 1.30 0.57
C 2.514921 -3.587902 4.398563 0.60 -0.42 -0.28
H 5.761411 2.682648 2.116333 0.23 -0.14 -0.44
H 4.469261 3.817348 5.569293 -0.28 -0.18 0.64
C 4.216221 -2.890742 -2.456007 -0.22 0.55 -0.01
H -5.140809 -0.620962 -1.661647 0.05 0.28 -0.46
H -4.421489 -3.491392 -1.098957 -0.23 -0.15 0.57
H 3.219161 0.273888 5.335573 0.29 0.27 0.06
H -5.936309 -3.057912 8.129803 0.18 0.66 0.07
H 3.734361 5.628358 -0.833017 -0.23 -0.33 0.24
H 8.241051 -2.090662 -4.759337 -0.12 0.09 0.40
C 5.421681 -2.114382 3.945923 1.97 0.27 -0.60
H -0.112659 8.059898 5.299103 0.22 -0.20 -0.23
H -7.371559 -3.550432 7.380293 0.01 -0.35 -0.40
C -5.012249 -0.617272 2.357973 -0.83 -0.81 -0.07
C 0.550761 5.571568 3.933733 -0.08 -0.10 -0.06
O 0.342971 4.712638 -2.561687 -0.81 -1.13 0.08
C 4.166031 -3.448752 -3.936017 -1.83 1.27 1.21
H -7.543269 2.535778 -3.178337 -0.15 -0.12 0.12
C 1.397801 -5.029362 -0.685347 1.13 0.42 1.08
C -4.168449 4.226888 1.063783 -1.73 -0.27 1.63
C -4.435579 -7.295052 -2.097417 -0.76 0.19 -0.32
H 6.614791 -1.361952 -4.593427 0.17 0.20 0.08
H 1.395781 5.305368 3.298763 0.30 0.28 0.11
C -2.118949 2.359308 -6.542287 -2.46 -0.74 0.67
H 3.339571 -0.545172 0.858223 -0.58 -0.20 -0.06
H 3.565361 6.009928 -2.495017 -0.50 0.51 -0.22
C -3.617879 2.742818 -6.571097 -1.08 -0.95 -0.24
C 2.912861 0.457798 0.849293 -0.97 1.08 -0.32
H -0.034039 6.328548 3.411153 0.50 0.60 0.06
H -5.903589 2.785538 -2.671397 0.22 -0.49 -0.04
N -5.562139 -1.212412 5.650953 0.84 -1.41 -0.94
H -1.839879 2.738358 -5.559157 0.76 -0.55 0.16
C -7.037619 -3.200692 4.926743 0.93 1.84 -0.25
H 2.010631 5.327348 -5.034067 -0.29 0.07 0.20
H -2.339839 -3.712932 1.030763 -0.05 0.21 -0.16
O -7.675389 1.320698 -0.186547 0.83 -1.69 -0.44
H -1.378339 -1.029602 1.975693 0.15 -0.26 -0.02
H -0.875649 6.712938 6.183473 -0.21 -0.34 -0.78
H -3.041949 -9.076192 -4.225377 -0.47 -0.22 0.36
H -4.931859 -4.481432 6.421423 -0.25 -0.13 -0.23
C 1.003141 8.737428 -1.420337 -0.63 -0.33 0.56
O 5.491271 2.384508 2.987963 1.06 -1.57 -2.14
H 2.629821 -4.246202 7.196513 -0.53 0.68 -0.53
H -2.172469 6.066388 -2.039857 -0.35 0.34 0.15
H -2.175009 7.914748 -1.816947 -0.47 -0.19 -0.81
H 2.721351 -1.826992 -4.510467 -0.36 -0.73 0.32
H 7.842161 -5.035882 -3.077107 0.02 -0.05 0.11
C 6.735261 -2.850042 -2.543147 -0.57 1.22 0.63
C 3.023041 5.572068 -1.657007 -0.63 -0.81 -0.43
H 3.061461 7.043168 5.951113 -0.29 -0.06 0.23
H -7.408939 -4.202452 5.142843 0.33 0.13 0.23
C 0.054271 3.225308 4.811253 -0.41 1.59 -0.79
H -1.510399 -7.115752 -0.220407 0.12 -0.37 -0.40
H -2.678539 -3.594182 6.462403 0.27 0.31 0.09
H 1.759541 -6.057312 -0.661567 -0.47 -0.41 -0.79
H -0.860469 4.255898 8.055083 0.77 0.61 -0.11
H -1.253899 6.975918 -0.805777 0.12 -0.50 0.12
O 1.651691 3.333198 -4.756577 -0.10 0.72 -0.20
C 4.968651 -0.667002 4.340363 -1.70 -0.63 -0.64
H 0.918111 2.692588 4.413653 0.22 0.14 -0.04
H -3.062079 -7.851832 0.155143 -0.03 0.02 0.18
H -3.773399 -2.875272 7.661433 0.28 -0.37 0.38
C 2.162321 -4.434112 0.478083 0.79 0.42 0.72
C 0.349391 8.368228 -2.709597 -0.54 -0.01 -0.38
H -2.776449 5.031148 -0.207197 0.19 -0.39 -0.58
H 2.810091 4.551248 -1.974297 0.35 -0.33 0.39
H 4.370381 2.098768 5.071223 0.30 -0.02 0.35
C -4.829209 -0.346492 -7.066397 -0.23 0.01 -0.29
O 5.437801 -4.593392 -5.512497 -0.04 -0.77 -1.91
C 0.072761 7.159968 5.885483 0.40 -0.19 1.27
H 5.372121 -5.529092 -5.308157 0.03 -0.27 -0.47
H -1.505609 3.064498 7.134823 0.33 -0.74 -0.38
O -6.089589 -2.329792 -2.352217 -1.56 -0.84 -2.36
H -0.434189 3.996168 2.820363 0.51 -0.07 -0.21
H -2.295909 -1.467622 -4.686607 0.18 0.25 0.24
C -1.835769 -6.470292 -4.015417 -0.24 0.48 -1.53
C -0.365859 7.000048 -2.768657 0.61 -0.24 -0.40
H 1.170411 2.575398 7.883143 0.11 -0.12 0.13
C -1.299079 -7.887252 -4.238877 -0.33 -1.04 0.96
H -4.617489 1.452298 2.549753 0.19 0.26 -0.35
H -7.228859 -1.881352 7.540563 0.41 0.26 0.36
H 3.942921 -3.650152 -1.723417 0.76 -0.40 0.03
C 4.544601 2.213498 -3.134737 2.49 -0.30 -1.05
C -6.787579 2.177458 -2.479307 -0.77 0.14 1.25
H 3.935771 -2.283162 2.410873 -0.25 0.02 0.00
H -1.760969 6.398808 -4.408507 0.23 -0.73 -0.07
H 0.891211 -2.456942 -2.148187 0.30 0.24 0.22
H 0.655431 1.542218 6.550043 -0.37 0.27 -0.14
H 0.138161 -0.133102 -6.429417 -0.30 -0.63 0.52
H 3.476791 1.031418 0.113733 0.17 0.11 0.05
H -0.331679 -8.015852 -3.753387 0.49 0.39 -0.56
H 2.111111 2.509658 6.393633 0.15 -0.09 0.00
O -6.582529 1.104958 2.918213 -0.28 -0.64 0.45
N 5.450641 -4.051052 -4.272147 -1.08 0.77 2.55
H 2.328171 -2.855102 3.613563 -0.07 0.22 0.22
H -2.859909 -4.956162 2.081423 -0.05 -0.01 0.54
H -0.758059 2.500418 4.863813 0.03 -0.11 0.26
H -1.737869 -0.725502 -8.357667 0.35 -0.19 0.56
C -2.985679 -6.272592 -5.090167 0.19 0.26 0.73
H -7.874359 1.783818 0.630483 -0.25 -0.50 0.11
O 3.465501 0.933988 -4.792067 -2.73 -1.05 -1.27
C -1.614619 6.979988 -1.834347 1.20 0.05 0.03
H 0.035911 6.066038 -4.790037 -0.44 -0.44 0.31
C -4.144419 -2.437702 -1.066197 -0.97 -0.48 0.18
C 5.010131 -2.447102 2.494313 -1.23 0.87 -0.16
H -3.091539 -5.224542 -5.370337 -0.18 0.09 0.21
H -0.244539 -3.374012 2.231303 -0.68 1.19 -0.10
H 2.031031 -5.005672 1.396883 -0.45 -0.11 -0.02
H 3.856251 3.057778 -3.173077 -0.38 -0.51 -0.27
C 6.748771 1.317258 0.150263 0.80 0.51 -1.42
C -3.522289 -2.918312 6.601623 -0.70 0.31 0.90
H -2.962979 -3.230922 2.616903 -0.21 -0.07 0.00
C -1.856099 0.772968 -6.686737 1.80 0.97 -0.10
C 7.841361 -4.519802 -4.037187 -0.21 0.50 0.93
O 1.819231 0.492158 -1.829547 2.82 2.49 -3.81
H 7.151131 0.690938 -0.645937 0.30 -0.36 0.08
H -1.421359 4.610998 4.008373 -0.11 0.27 0.59
C -4.042349 0.784768 5.632153 -1.02 -0.30 -0.74
H 7.446601 -2.860882 3.366953 -0.19 -0.55 0.37
H -0.592009 1.063518 -2.593887 0.42 0.24 -0.01
C -4.204619 0.295798 -5.787817 -0.09 -2.45 -0.03
H -5.608489 1.019968 1.094023 0.20 0.09 -0.04
H -1.644339 -10.006842 -3.747697 0.18 0.10 -0.11
H -4.094799 -0.936262 1.863363 0.26 0.48 0.14
H 2.943891 8.038848 -1.514187 0.27 -0.55 -0.03
H -1.573629 2.947848 -7.280087 0.11 -0.41 -0.17
H 7.230571 4.466648 0.631363 -0.14 0.24 0.20
H 5.411321 -1.719342 1.788973 0.43 -0.10 -0.01
H -0.436239 9.109608 -2.855337 0.13 0.20 -0.73
C 0.371071 3.746368 6.238223 0.14 -0.61 -0.27
H 0.199651 8.863988 -0.694737 0.09 -0.05 0.46
H -0.542839 -5.284422 -0.987367 -0.19 -0.21 -0.39
H 5.702481 1.381998 -0.148367 -0.15 0.21 0.67
C 1.428721 4.492328 -6.926757 0.35 -0.14 0.31
H -5.923269 -0.252352 -4.488337 0.01 0.29 -0.22
H -3.864699 -2.169792 -0.047337 0.58 -0.12 -0.23
H 5.379001 0.520418 -4.417327 0.62 0.36 0.16
H 5.511751 2.684148 -2.958077 0.31 0.23 0.16
H -3.344539 -2.447512 -1.806587 0.15 0.86 0.10
H -7.861589 -2.487622 4.900163 -0.28 -0.20 0.12
H 0.703451 4.535218 -3.433567 0.08 -0.91 -0.16
H -3.980129 2.775408 -7.598627 -0.12 -0.62 -0.28
C 1.665791 6.205198 -1.281197 0.24 1.32 0.66
C -4.504389 -0.521152 6.377523 2.23 -0.61 -0.53
H -4.988139 -0.867662 3.418543 0.37 0.05 0.08
H -5.769859 -1.284332 1.946693 -0.28 0.03 -0.16
H -3.115479 3.192178 -0.367877 0.68 0.41 -0.61
C 2.975931 -4.466642 -4.010947 0.31 -1.14 0.65
H 1.900271 -3.401552 0.708833 -0.18 0.15 -0.20
C 2.559751 6.644478 5.069393 -1.10 0.61 0.02
H -0.889929 0.780508 -8.677957 -0.28 0.27 -0.07
O 6.754311 3.636208 0.703043 0.16 0.60 0.36
H -0.096279 -5.158372 1.385893 -0.03 -0.36 -0.48
O 1.771061 5.280708 7.456223 0.71 0.05 1.28
C 3.643841 -2.309152 -4.833947 0.70 0.38 -1.06
H 5.746051 -0.133052 4.886843 -0.33 -0.30 0.64
H -0.139279 2.184668 0.204313 0.06 0.04 0.27
H -6.981129 -1.976622 -2.307107 -0.25 -0.27 -0.49
C -2.927609 -7.306832 -1.916977 0.48 -0.48 2.49
C 1.204941 5.648448 0.110683 0.07 -0.68 -1.09
H 1.589021 -3.810542 4.928873 0.01 -0.09 -0.15
H -6.685449 -0.216712 4.565953 -0.22 0.44 -0.34
O -2.400289 -1.340782 -5.632447 0.06 -1.20 -1.04
H 5.967331 2.933478 5.502833 -0.08 -0.55 -0.04
H 5.681191 4.362948 3.569043 0.60 0.04 -0.05
C -5.980819 -2.639512 5.939913 -0.01 -0.57 1.21
H 3.061471 0.910918 1.829443 0.15 0.08 0.08
H 4.089031 3.818398 3.309033 -0.56 -0.07 -0.11
C 2.042271 7.710218 -0.997287 -0.96 0.66 -0.41
C 0.516491 -0.045102 1.575323 -0.45 0.15 -0.23
C -0.716899 -5.483992 -4.400267 0.09 0.58 0.74
H -0.986519 -3.883732 3.704893 0.06 -0.47 0.21
C -0.040649 -0.649542 -1.270617 -1.05 -0.23 0.15
H -2.851229 -6.108572 -0.025637 -0.51 0.10 -0.25
N 1.262051 -0.112472 -0.841617 -2.73 -3.54 4.16
H -3.815439 3.781428 -6.305827 0.36 0.06 0.59
H -5.870739 5.183028 1.020353 0.06 0.01 0.07
H 6.928051 -3.564582 -1.742927 -0.14 -0.42 -0.30
H 1.650071 -4.507602 -1.608507 -0.10 -0.24 -0.13
O -0.343609 -5.283712 2.304973 -0.46 -0.75 1.00
C -1.764289 0.351038 -8.188937 -1.19 -0.09 0.61
H 2.835861 -0.711522 4.019613 -0.10 -0.45 -0.17
H 3.195641 4.381278 -5.799907 0.29 -0.56 0.30
O 0.044961 -4.883962 -0.342607 -0.46 0.07 -0.10
H 0.348601 4.414408 -6.802697 0.02 0.17 -0.19
C 2.126741 4.395168 -5.586927 0.13 0.08 0.04
C -4.837169 -0.340182 -4.516057 0.72 -0.43 -0.62
H 4.975191 -4.682992 3.799683 -0.03 -0.52 -0.47
H 0.284521 0.685368 2.350363 1.04 0.15 0.32
C -0.889569 -0.482952 1.169233 0.72 -0.44 -1.31
C -5.405049 -1.647932 -1.409417 1.56 0.66 2.00
H 7.002301 -2.413372 -5.901027 -0.18 -0.36 -0.10
C 3.500051 -0.677182 4.883193 1.22 1.18 -0.67
N 0.661671 6.026658 -2.395517 2.25 2.24 1.00
C 4.717151 1.383108 -4.493517 -0.39 1.70 2.14
H -2.722909 0.605808 -8.640847 0.23 0.52 -0.54
H -8.173319 2.934748 -0.865667 0.42 1.61 -1.38
C 3.547261 -4.160582 6.614223 0.28 -0.30 -0.49
N 1.273761 4.956968 6.236873 -1.85 -1.60 -3.67
H 4.264521 -1.427522 -4.993897 0.73 -0.33 0.05
C -2.129609 -9.037932 -3.630167 -0.28 1.11 0.26
C 4.977551 3.003798 5.051733 -0.60 1.32 1.29
H 6.961271 0.828358 1.101013 -0.43 0.20 0.05
C -0.714699 6.683038 -4.296077 -0.20 1.45 0.97
H 4.420421 1.581168 -2.255627 -0.59 -0.17 -0.24
H -2.135349 3.912018 0.966733 0.25 -0.34 -0.32
C 6.704291 -3.402402 -3.975147 2.09 -1.53 0.69
H -6.481099 2.904718 -0.376197 0.50 0.41 -0.69
C 0.167581 -1.681122 -2.398327 0.28 0.06 -0.16
N -2.726359 -0.030472 -5.832577 -1.47 4.02 1.40
H -3.029839 1.083808 5.903263 -0.10 -0.04 0.28
C -4.751879 -0.171442 7.831863 -0.65 0.08 0.86
H 2.238751 2.573658 -4.764617 0.33 -0.43 -0.19
H 3.245941 -4.458262 0.362763 0.09 0.05 -0.54
O 5.508221 -4.407662 4.549133 -0.44 0.43 0.09
C 5.485801 -2.053132 -2.162667 -0.74 -1.03 -0.47
C 7.493221 2.676218 -0.008757 -1.05 -2.01 0.09
O -2.680049 -5.010582 -2.379827 -1.08 1.66 0.10
C -0.903189 3.963698 7.005853 -1.89 -0.28 0.59
H 2.781361 -5.029982 -4.923577 0.77 0.33 -0.53
H -0.436499 0.915988 -5.050487 0.11 -0.21 -0.01
C -4.556159 1.773918 -5.687797 1.43 1.31 -1.42
H 7.496191 -2.077292 -2.433797 0.73 -0.41 -0.37
H 1.748791 5.449678 -7.338017 -0.40 0.11 -0.27
H 5.341571 -1.123802 -2.713707 0.43 0.05 -0.50
H -0.257769 -2.267862 0.141123 0.68 0.04 0.11
C 1.394571 0.594548 0.451703 -0.27 0.18 1.13
H 3.206331 5.872168 4.652773 -0.35 -0.32 0.07
H -4.607499 2.118288 -4.654897 0.50 -0.09 0.10
H -5.773619 -0.884412 -6.983817 -0.65 0.80 0.58
H -1.337559 -8.022162 -5.319807 0.95 -0.09 0.09
H -4.697409 -7.541982 -3.126287 -0.20 0.06 0.04
O -6.626319 -0.360572 5.513273 -1.58 0.45 0.34
H 5.145811 -3.452762 2.096413 0.57 -0.08 0.35
C 7.002261 -2.070492 3.971883 -0.09 -0.15 -0.72
H 1.185891 2.592468 1.377793 -0.41 -0.37 0.42
O -5.033999 5.210448 0.550553 -0.14 0.99 -0.76
C -2.374779 -3.980092 2.086933 -0.29 0.34 -0.92
C -6.620399 -2.761922 7.334493 -0.91 -0.30 0.11
H 1.474921 9.713948 -1.529537 0.00 0.08 0.07
H -1.062099 -4.453002 -4.477747 -0.47 -0.06 -0.59
H -4.291439 -1.180782 -7.516797 0.98 0.35 0.21
H 2.082871 5.586638 0.753743 -0.13 0.37 0.25
H -3.042559 -9.521852 -1.772607 -0.23 0.41 0.47
H -0.009269 -5.334422 -3.584797 0.33 -0.75 0.17
H -5.354479 0.733178 7.913223 0.03 0.12 -0.06
C -2.365999 -8.740792 -2.119457 0.11 -0.09 -2.61
H 8.785971 -3.980942 -4.110877 0.13 -0.25 -0.01
H -6.596949 -3.155692 3.930813 0.02 -0.29 -0.19
H 3.483671 -2.763572 -5.811667 -0.16 0.32 -0.23
H -6.094439 -1.549682 -0.570857 0.48 0.03 0.81
C -0.988589 -4.063672 2.629853 1.42 -0.16 0.28
H -0.658189 7.609958 -4.866787 0.01 0.34 0.11
H -2.979299 -1.479642 5.166433 -0.17 0.22 -0.37
H -1.646529 4.583228 6.504133 0.34 0.57 -0.13
H 4.942731 2.022558 -5.346937 0.72 0.11 0.26
C -0.373969 4.355588 3.847643 -0.16 -0.59 0.98
H 1.974371 -4.081002 -3.820567 0.28 0.88 0.22
C 1.098761 2.506698 6.797673 0.86 0.86 1.02
H -3.875299 4.485508 2.081273 -0.25 0.01 0.35
C -0.726329 -1.312652 -0.095767 -1.00 -1.58 0.73
H -5.298779 -0.915812 8.410593 0.08 -0.21 -0.28
H -3.828419 -0.013182 8.388893 0.20 0.19 -0.24
H 2.634371 4.888978 7.305123 0.55 0.27 1.10
H 3.085951 -5.248062 -3.259027 0.30 -0.11 0.22
H 2.559211 7.452838 4.338193 -0.17 0.15 -0.09
N 4.973721 -3.144502 4.876953 0.38 0.68 1.36
H 2.173461 7.910498 0.066083 0.45 -0.57 0.10
C -4.721839 -3.539742 5.914273 -0.17 0.79 -0.57
H 1.489051 2.694558 -0.246887 -0.07 -0.19 -0.60
H 0.391091 7.457258 6.884673 0.54 0.42 -0.02
H -4.643179 -1.412662 -4.499707 0.05 -0.01 0.14
H -4.477889 -3.734572 4.869933 0.06 -0.17 -0.15
H 1.167641 1.122868 -2.144557 0.04 0.96 -0.58
H -5.583489 1.859758 -6.041817 -0.06 0.06 -0.15
H -6.667259 1.106018 -2.639467 0.44 0.12 -0.11
H -7.157609 1.787378 2.564413 0.42 0.01 -0.17
C 3.610851 -3.187932 5.400203 -1.25 1.41 1.17
H 3.192501 0.256428 -4.169187 -0.15 -0.05 0.24
H -1.713959 -1.687872 -0.363927 -0.10 0.33 -0.60
H -1.411149 -8.888242 -1.614847 0.01 0.27 0.11
H -1.353169 1.107188 -1.016777 0.01 -0.04 -0.06
H -1.591749 0.308818 0.908183 0.27 0.60 0.33
C -5.408249 0.819638 2.146583 0.11 0.30 0.07
H 4.833751 -0.064372 3.442183 0.65 -0.15 -0.36
C -2.577259 -7.078512 -0.440687 -0.38 0.40 0.92
H 1.083931 -0.887942 1.969963 -0.26 -0.20 0.30
C 7.168411 -2.269712 -4.833377 -0.50 1.08 -1.70
C -7.222619 2.422348 -1.013047 -1.33 0.51 1.01
H 3.395191 -2.185862 -2.325067 -0.37 0.03 -0.32
H 7.528881 2.962048 -1.060007 0.23 -0.09 -0.10
H -4.902419 0.463928 -7.791627 -0.26 -0.28 -0.37
H 8.484261 2.469718 0.395333 0.28 0.62 -0.02
H -0.718669 -2.249272 -2.680937 -0.48 0.27 0.32
C -1.001099 0.437178 -1.801147 -0.10 0.58 -0.31
C -0.436099 0.742468 -6.126587 0.94 -0.52 -0.35
H 1.145751 8.410828 -3.452627 -0.35 -0.02 -0.58
H -1.882219 0.059318 -2.319757 -0.10 -0.57 0.27
H 0.485311 -1.167752 -3.305847 0.22 -0.04 -0.08
H 0.188891 1.506138 -6.589517 -0.29 0.50 0.07
H -3.939299 -6.655372 -4.726597 -0.02 0.04 -0.18
H -4.066909 0.655748 4.550093 0.43 -0.61 -0.06
H -2.736619 -6.788362 -6.017557 0.02 -0.07 0.10
H 7.400171 -1.206162 3.440183 -0.50 0.55 0.01
C 0.917421 2.083788 0.451893 1.37 -0.05 -0.81
H -4.903169 -6.353502 -1.809437 0.25 0.48 -0.35
H -3.536039 -5.041902 -2.813297 -0.83 0.93 -0.08
H -4.773499 3.320278 1.072453 0.36 -0.47 0.41
H 3.752841 -1.441892 6.803353 0.60 -0.39 0.06
H 7.480141 -2.047042 4.951263 -0.45 -0.22 0.17
H 1.799061 3.714168 -7.594147 -0.23 -0.12 -0.04
H 3.662911 -5.157962 6.190003 0.47 -0.17 0.32
H 7.841891 -5.325342 -4.771497 -0.48 0.52 -0.46
C 1.076101 6.128098 5.332183 0.35 -1.37 -0.93
C -2.955179 4.065098 0.264913 0.63 0.03 -0.15
H 2.865871 -4.472482 3.867073 -0.35 -0.39 -0.02
H 0.397651 6.243018 0.538303 0.18 0.13 0.13
```
Forces are in eV/Å.